Entry 1:
A 2-piece molecular cluster, H8N2Si2 overall in a non-equilibrium geometry. Source: OMol25; level of theory: wB97M-V/def2-TZVPD.

```
12
Properties=species:S:1:pos:R:3:nbo_charge:R:1
N 2.915 0.977 -0.903 -0.641
N 2.477 0.438 0.326 -0.951
Si -3.027 -0.527 0.108 0.601
Si 0.994 -0.366 0.221 0.709
H 2.962 0.263 -1.624 0.331
H 2.121 1.515 -1.246 0.327
H 3.128 0.680 1.106 0.408
H -3.778 0.218 -0.916 -0.143
H -4.038 -0.930 0.958 -0.175
H -1.911 0.051 0.978 -0.137
H -2.586 -1.727 -0.659 -0.152
H 0.743 -0.592 1.651 -0.176
```

Output
- LUMO level (spin up / spin down): 0.03481 / -0.08885 hartree
- Orbital gap (spin up / spin down): 7.06 / 7.48 eV
- ΔE to the lowest compared entry with this formula, charge and spin: 57.2 kcal/mol
- ⟨S²⟩: 2.00
- Spin multiplicity: 3

***

Entry 2:
H8NaO4 as an isolated structure. Source: OMol25; level of theory: wB97M-V/def2-TZVPD.

```
13
Properties=species:S:1:pos:R:3:nbo_charge:R:1
Na -0.400 -0.698 0.076 0.972
O 0.801 -0.197 -2.079 -0.989
H 0.504 -0.925 -2.649 0.491
H 1.503 0.228 -2.593 0.505
O -0.163 1.043 1.852 -0.985
H -0.788 1.745 2.077 0.496
H 0.620 1.234 2.387 0.496
O 1.812 -1.724 0.406 -0.977
H 2.338 -1.396 1.150 0.492
H 2.236 -1.376 -0.395 0.493
O -2.605 0.360 -0.070 -0.985
H -3.562 0.440 0.046 0.507
H -2.296 1.267 -0.210 0.484
```

Output
- LUMO level: -0.12877 hartree
- Net charge: +1
- Orbital gap: 12.46 eV
- ΔE to the lowest compared entry with this formula, charge and spin: 5.2 kcal/mol
- Spin multiplicity: 1

***

Entry 3:
A 4-piece molecular cluster, H8O3S2 overall in a non-equilibrium geometry. Source: OMol25; level of theory: wB97M-V/def2-TZVPD.

```
13
Properties=species:S:1:pos:R:3:nbo_charge:R:1
S -2.188 0.154 -0.201 -0.633
S -2.032 -1.798 0.587 -0.529
H -1.195 0.914 -0.948 0.055
H -2.339 -1.330 1.944 0.119
H 1.294 0.929 -1.442 0.493
H 1.267 0.342 -2.872 0.449
O 0.877 1.037 -2.313 -0.953
H 1.203 -1.384 -0.955 0.500
H 0.590 -0.590 0.480 0.530
O 1.292 -0.671 -0.265 -1.037
H 0.035 1.456 2.361 0.482
H 1.006 0.461 1.534 0.465
O 0.189 0.481 2.091 -0.940
```

Output
- LUMO level (spin up / spin down): 0.12120 / 0.12015 hartree
- Net charge: -1
- Orbital gap (spin up / spin down): 3.50 / 6.41 eV
- ΔE to the lowest compared entry with this formula, charge and spin: 42.9 kcal/mol
- ⟨S²⟩: 0.75
- Spin multiplicity: 2

***

- Which of these has the highest ΔE to the lowest compared entry with this formula, charge and spin?
  H8N2Si2

***

- What is the formula in the second record?
  H8NaO4